Entry 1:
Below is the ion C6H13N2 with charge +1, with properties calculated with the ωB97M-V functional and the def2-TZVPD basis.

For the lowest unoccupied orbital energy, the calculation gives -0.12549 Eh. As for the total charge: +1. As for the HOMO energy: -13.2 eV. The calculation puts the HOMO-LUMO gap at 9.798 eV.

Atoms and positions in Å:
N1 1.18 0.90 0.99
N2 -0.93 0.73 0.05
C1 2.57 -0.26 -0.80
C2 1.53 -0.29 0.31
C3 -0.06 1.43 0.81
C4 -2.28 1.08 -0.36
C5 -1.03 -1.76 0.28
C6 -0.49 -0.58 -0.42
H1 -2.51 2.07 -0.33
H2 2.50 0.65 -1.33
H3 2.56 -1.18 -1.44
H4 3.63 -0.27 -0.35
H5 -3.08 0.66 0.36
H6 -1.23 -1.45 1.33
H7 -2.04 -1.91 -0.10
H8 -0.30 2.47 1.26
H9 -0.29 -0.57 -1.51
H10 -2.50 0.63 -1.35
H11 -0.34 -2.66 -0.01
H12 1.75 1.42 1.63
H13 1.40 -1.10 1.00

Entry 2:
Below is a cluster of 3 separate species, C3H3Cl2N3O in total, with properties calculated with the ωB97M-V functional and the def2-TZVPD basis.

For the lowest unoccupied orbital energy, the calculation gives 0.00864 Eh. The SMILES is [H]/N=C\Cl.O=C=NCl.C#N. As for the total charge: 0. As for the HOMO energy: -10.2 eV. The calculation puts the HOMO-LUMO gap at 10.442 eV.

Atoms and positions in Å:
Cl1 2.94 2.58 -0.42
Cl2 -2.36 2.13 -0.56
O1 2.12 -0.96 -1.54
N1 2.73 0.98 -0.31
N2 0.19 1.54 -0.76
N3 -2.48 -4.01 3.03
C1 2.50 0.00 -0.97
C2 -0.56 2.39 -0.30
C3 -2.46 -4.16 1.90
H1 -0.15 0.76 -1.32
H2 -2.35 -4.38 0.86
H3 -0.12 3.13 0.39

Entry 3:
Below is a cluster of 5 separate species, CH11O4S in total, with properties calculated with the ωB97M-V functional and the def2-TZVPD basis.

For the lowest unoccupied orbital energy, the calculation gives 0.13644 Eh. As for the total charge: -1. As for the HOMO energy: -3.6 eV. The calculation puts the HOMO-LUMO gap at 7.280 eV.

Atoms and positions in Å:
S1 -2.52 0.05 -0.19
O1 -0.47 -2.38 0.49
O2 4.19 0.96 0.49
O3 1.97 -0.37 -0.15
O4 -0.07 0.95 -1.82
C1 -1.62 0.93 1.14
H1 -1.65 2.01 1.01
H2 5.02 0.46 0.55
H3 -0.98 -1.72 -0.04
H4 1.39 0.18 -0.73
H5 -0.85 0.36 -1.65
H6 -0.54 0.69 1.11
H7 -0.90 -2.27 1.36
H8 -1.92 0.61 2.13
H9 1.40 -1.14 -0.05
H10 -0.26 1.64 -1.17
H11 3.50 0.43 0.02

Entry 4:
Below is a structure of composition C18H41F6NO12V, with properties calculated with the ωB97M-V functional and the def2-TZVPD basis.

For the lowest unoccupied orbital energy (alpha / beta), the calculation gives -0.00673 / -0.00642 Eh. As for the total charge: 0. Its spin multiplicity is 2. As for the HOMO energy (alpha / beta): -8.1 / -8.2 eV. The calculation puts the HOMO-LUMO gap (alpha / beta) at 7.962 / 7.993 eV.

Atoms and positions in Å:
V1 0.04 -1.43 1.54
F1 -0.87 -5.95 3.47
F2 -1.80 -4.80 5.00
F3 2.72 -0.95 -1.48
F4 0.28 -4.37 4.50
F5 2.81 -2.88 -2.39
F6 2.01 -1.21 -3.53
O1 -3.72 4.27 1.69
O2 3.05 3.71 -3.56
O3 0.02 -3.13 -2.45
O4 -1.03 1.16 -1.52
O5 1.23 0.27 0.82
O6 0.66 -2.53 -0.43
O7 -1.27 -0.76 0.96
O8 -0.19 -0.22 3.32
O9 -1.83 -2.50 3.55
O10 1.94 -2.13 2.09
O11 -2.08 2.01 2.68
O12 -0.68 -3.43 1.85
N1 1.46 2.45 -1.00
C1 3.50 3.08 -2.38
C2 0.36 3.07 -1.75
C3 2.93 -1.32 1.44
C4 -2.19 0.47 -1.93
C5 -0.91 -4.71 3.99
C6 -3.14 -2.44 4.10
C7 -3.13 -1.18 4.96
C8 -2.53 3.80 1.09
C9 -2.24 2.32 1.30
C10 3.92 4.69 -4.08
C11 -0.54 2.06 -2.46
C12 2.54 0.12 1.38
C13 0.66 -2.10 -1.67
C14 -1.43 -3.73 2.90
C15 2.57 2.01 -1.89
C16 -1.04 -4.03 -4.35
C17 -0.70 -2.75 -3.62
C18 2.03 -1.77 -2.32
H1 0.07 -1.17 -1.87
H2 1.88 3.12 -0.38
H3 -4.10 -0.91 5.37
H4 0.04 1.57 -3.25
H5 -1.58 -4.76 -3.75
H6 -2.53 2.67 3.22
H7 2.42 0.49 2.41
H8 2.17 1.36 -2.67
H9 -1.56 -3.77 -5.28
H10 2.32 -2.99 2.30
H11 -1.34 2.16 0.71
H12 -2.05 -0.11 -2.85
H13 3.66 3.89 -1.63
H14 -2.38 -4.19 2.55
H15 4.84 4.21 -4.45
H16 -2.62 4.03 0.03
H17 3.90 -1.47 1.93
H18 -0.25 3.68 -1.09
H19 -3.07 1.72 0.91
H20 3.38 5.06 -4.95
H21 -3.84 -2.22 3.29
H22 0.02 -2.20 -4.23
H23 0.73 3.77 -2.51
H24 -0.13 -4.53 -4.69
H25 -2.48 -0.27 -1.19
H26 -3.65 4.27 2.65
H27 -2.96 1.22 -2.16
H28 -1.64 4.38 1.38
H29 0.29 -0.02 4.13
H30 3.19 1.40 -1.22
H31 4.19 5.47 -3.37
H32 4.54 2.75 -2.50
H33 -0.86 0.49 3.22
H34 -2.85 -0.33 4.32
H35 3.25 0.83 0.96
H36 -1.30 2.71 -2.91
H37 1.20 0.95 0.10
H38 -1.61 -2.19 -3.37
H39 -3.41 -3.26 4.75
H40 -2.45 -1.21 5.82
H41 3.16 -1.74 0.45

Entry 5:
Below is the molecule C6H9N3O2S, with properties calculated with the ωB97M-V functional and the def2-TZVPD basis.

For the lowest unoccupied orbital energy, the calculation gives 0.00336 Eh. The SMILES is CS/C=C1/CN/C(=C\[N+](=O)[O-])N1. As for the total charge: 0. As for the HOMO energy: -7.7 eV. The calculation puts the HOMO-LUMO gap at 7.800 eV.

Atoms and positions in Å:
S1 -0.02 1.84 2.35
O1 -0.83 -2.46 -3.26
O2 -2.79 -1.85 -4.04
N1 0.34 -0.99 -1.62
N2 -0.42 0.71 -0.58
N3 -1.83 -1.70 -3.25
C1 0.81 1.94 3.96
C2 0.60 0.31 0.22
C3 0.96 0.81 1.45
C4 -0.75 -0.19 -1.56
C5 -1.86 -0.56 -2.46
C6 1.17 -0.90 -0.40
H1 0.17 1.26 4.58
H2 1.04 2.89 4.45
H3 0.40 -1.85 -2.28
H4 2.27 -0.62 -0.61
H5 1.74 0.23 1.91
H6 1.15 -1.75 0.24
H7 1.66 1.38 3.72
H8 -2.79 -0.07 -2.39
H9 -0.99 1.56 -0.43

Entry 6:
Below is the molecule C19H24ClN3O4, with properties calculated with the ωB97M-V functional and the def2-TZVPD basis.

For the lowest unoccupied orbital energy, the calculation gives 0.01819 Eh. The SMILES is O=C(NCCN1CCOC1=O)[C@H]1CCC(=O)N(CCc2ccc(Cl)cc2)C1. As for the total charge: 0. As for the HOMO energy: -8.8 eV. The calculation puts the HOMO-LUMO gap at 9.340 eV.

Atoms and positions in Å:
Cl1 -2.27 -1.67 -2.47
O1 -0.32 3.64 0.38
O2 5.13 0.92 0.83
O3 -1.15 -0.69 1.63
O4 -2.79 -2.17 1.16
N1 -3.21 -0.01 0.90
N2 2.93 0.51 1.20
N3 -0.95 1.64 -0.44
C1 1.59 -0.91 -1.83
C2 1.39 1.97 0.02
C3 -4.41 -0.64 0.41
C4 0.31 -0.90 -2.38
C5 -2.36 1.94 -0.38
C6 3.16 -0.91 1.31
C7 1.61 1.07 1.25
C8 -0.03 2.52 0.03
C9 2.43 3.09 0.00
C10 3.61 2.80 0.94
C11 3.99 1.33 0.96
C12 -0.38 -2.55 -0.76
C13 -3.00 1.41 0.92
C14 -0.66 -1.71 -1.82
C15 3.22 -1.63 -0.05
C16 -2.28 -0.92 1.27
C17 -4.12 -2.12 0.67
C18 0.89 -2.52 -0.21
C19 1.88 -1.69 -0.72
H1 4.49 3.38 0.66
H2 3.34 3.07 1.97
H3 1.48 1.68 2.16
H4 -2.45 3.03 -0.40
H5 -0.68 0.67 -0.56
H6 -5.29 -0.28 0.96
H7 -2.86 1.51 -1.25
H8 1.11 -3.16 0.64
H9 2.36 -0.30 -2.27
H10 -2.34 1.64 1.75
H11 1.50 1.33 -0.87
H12 1.95 4.02 0.31
H13 -1.13 -3.20 -0.35
H14 -3.97 1.89 1.08
H15 -4.56 -0.43 -0.66
H16 3.59 -2.64 0.13
H17 2.36 -1.34 1.93
H18 2.81 3.23 -1.01
H19 0.87 0.26 1.28
H20 0.09 -0.28 -3.23
H21 3.94 -1.10 -0.68
H22 -4.17 -2.72 -0.24
H23 4.12 -1.04 1.81
H24 -4.78 -2.56 1.42

Entry 7:
Below is the ion C2H5N2 with charge +1, with properties calculated with the ωB97M-V functional and the def2-TZVPD basis.

For the lowest unoccupied orbital energy, the calculation gives -0.23659 Eh. The SMILES is CC=[N+]=N. As for the total charge: +1. As for the HOMO energy: -16.3 eV. The calculation puts the HOMO-LUMO gap at 9.906 eV.

Atoms and positions in Å:
N1 -0.87 -0.12 0.82
N2 -1.41 -0.59 1.76
C1 1.06 0.30 -0.79
C2 -0.29 -0.10 -0.31
H1 1.25 -0.22 -1.64
H2 -0.80 -0.46 -1.13
H3 1.82 0.06 0.05
H4 1.34 1.31 -1.02
H5 -2.11 -0.18 2.26

Entry 8:
Below is the ion C8H16NO with charge +1, with properties calculated with the ωB97M-V functional and the def2-TZVPD basis.

For the lowest unoccupied orbital energy (alpha / beta), the calculation gives -0.22745 / -0.20650 Eh. As for the total charge: +1. As for the HOMO energy (alpha / beta): -14.8 / -14.1 eV. The calculation puts the HOMO-LUMO gap (alpha / beta) at 8.616 / 8.471 eV.

Atoms and positions in Å:
O1 -1.44 -1.84 0.18
N1 -0.24 0.01 0.03
C1 -1.03 2.28 0.13
C2 -1.25 0.72 0.10
C3 1.33 -1.40 1.26
C4 -2.68 0.17 0.24
C5 -2.53 -1.27 -0.26
C6 1.38 -1.08 -1.34
C7 2.28 0.62 0.20
C8 1.12 -0.42 0.04
H1 0.86 -0.70 -2.20
H2 -3.32 0.69 -0.32
H3 2.33 -1.14 -1.74
H4 2.38 1.24 -0.81
H5 1.66 -0.72 1.98
H6 -0.03 2.56 0.63
H7 -1.02 2.53 -0.97
H8 -2.83 0.52 1.32
H9 1.97 1.37 1.03
H10 -3.33 -1.83 0.22
H11 0.39 -1.91 1.45
H12 3.16 0.14 0.33
H13 1.94 -2.08 0.87
H14 -1.96 2.54 0.69
H15 -2.45 -1.42 -1.39
H16 1.06 -2.22 -1.45

Taking the records one at a time from the top gives E values of -9404.2641, -34718.8073, -20242.7435, -87381.8588, -25763.5356, -45277.7557, -5124.5268, -12080.4064 eV.
Taking the records one at a time from the top gives ΔE to the lowest compared entry with this formula, charge and spin values of 2.6035, 0.7078, 0.1784, 0.5310, 5.3701, 0.0000, 2.5199, 6.4818 eV.
Taking the records one at a time from the top gives F_max values of 5.3, 2.2, 1.3, 5.5, 5.2, 0.7, 5.3, 6.7 eV Å⁻¹.